# 1
Entry from the Open Molecules 2025 dataset: a single CH6N4 molecule in a non-equilibrium geometry (ωB97M-V/def2-TZVPD).

The value obtained for the total energy is -7090.9845 eV. As for the max |F|: 4.65 eV/A. As for the gap between HOMO and LUMO: 10.00 eV. Its LUMO energy is 1.226 eV. The relative energy (zero: lowest compared OMol25 entry of this formula, charge and spin) is 3.073 eV. The value obtained for the HOMO energy is -8.8 eV.

```
11
CH6N4, DFT ωB97M-V/def2-TZVPD
H -2.84 0.96 0.05
N -1.87 0.74 -0.19
N -1.63 -0.42 0.25
N -0.42 -0.86 -0.02
N 0.50 -0.26 -0.93
C 1.42 0.19 0.31
H -0.28 -1.85 0.15
H -0.01 0.56 -1.27
H 1.84 1.13 -0.03
H 2.18 -0.59 0.33
H 1.11 0.39 1.34
```

Atomic partial charges in e from the Mulliken method, atoms 1 to 6: number 1, H, carries 0.239; number 2, N, carries -0.546; number 3, N, carries -0.162; number 4, N, carries 0.123; number 5, N, carries -0.498; number 6, C, carries -0.654

=====

# 2
Entry from the Open Molecules 2025 dataset: a molecular structure, C5H20FN10O5Zn in a non-equilibrium geometry (ωB97M-V/def2-TZVPD).

The value obtained for the total energy is -81772.2965 eV. As for the max |F|: 7.43 eV/A. As for the gap between HOMO and LUMO: 3.17 eV. As for the net charge: +1. Its LUMO energy is -8.527 eV. The relative energy (zero: lowest compared OMol25 entry of this formula, charge and spin) is 14.176 eV. The value obtained for the HOMO energy is -11.7 eV.

```
42
C5H20FN10O5Zn, DFT ωB97M-V/def2-TZVPD
Zn 3.90 2.10 24.11
F 1.04 0.57 24.24
C 5.57 -2.65 22.60
O 5.58 -1.50 22.82
N 4.96 -3.17 21.59
N 6.30 -3.47 23.33
H 4.45 -2.52 21.00
H 5.16 -4.12 21.33
H 7.00 -3.15 23.99
H 6.14 -4.47 23.31
C 5.33 -0.06 28.90
O 4.92 0.66 28.03
N 6.24 0.33 29.69
N 5.09 -1.34 28.94
H 6.39 -0.20 30.53
H 6.83 1.14 29.56
H 5.40 -1.98 29.66
H 4.55 -1.69 28.16
C 3.62 3.30 18.69
O 3.68 2.99 19.91
N 3.26 2.42 17.82
N 3.88 4.43 18.17
H 3.53 2.70 16.88
H 2.99 1.47 18.01
H 3.61 4.68 17.23
H 4.58 5.07 18.53
C 9.10 3.66 24.06
O 7.93 3.62 24.03
N 9.79 4.52 23.41
N 9.84 2.71 24.53
H 10.76 4.40 23.17
H 9.22 5.18 22.90
H 9.45 1.98 25.11
H 10.83 2.89 24.46
C 1.71 5.91 26.66
O 2.30 5.41 25.75
N 1.76 5.51 27.86
N 1.18 7.12 26.48
H 2.12 4.59 28.04
H 1.32 5.96 28.65
H 1.14 7.67 25.63
H 0.71 7.52 27.27
```

Atomic partial charges in e from the Mulliken method, atoms 1 to 6: number 1, Zn, carries 1.336; number 2, F, carries -0.416; number 3, C, carries 0.657; number 4, O, carries -0.653; number 5, N, carries -0.387; number 6, N, carries -0.401

=====

# 3
Entry from the Open Molecules 2025 dataset: 9 unconnected molecules or ions with the total composition C42H50N8O2 in a non-equilibrium geometry (ωB97M-V/def2-TZVPD).

The value obtained for the total energy is -60376.5805 eV. As for the max |F|: 3.44 eV/A. As for the gap between HOMO and LUMO: 9.70 eV. Its LUMO energy is 0.556 eV. The value obtained for the HOMO energy is -9.1 eV.

```
102
C42H50N8O2, DFT ωB97M-V/def2-TZVPD
C -3.57 -0.04 -7.25
N -3.39 -0.42 -5.84
C -2.48 -1.34 -5.36
C -2.46 -1.46 -3.82
O -1.64 -1.90 -6.10
H -4.25 -0.78 -7.66
H -2.65 0.00 -7.83
H -4.00 0.95 -7.40
H -3.73 0.34 -5.27
H -2.19 -2.50 -3.64
H -3.43 -1.12 -3.45
H -1.66 -0.86 -3.40
C 4.14 -1.87 -2.07
C 3.27 -1.95 -3.20
C 1.97 -2.26 -2.95
N 1.53 -2.67 -1.74
C 2.37 -2.61 -0.74
C 3.69 -2.18 -0.80
H 5.15 -1.47 -2.05
H 3.67 -1.61 -4.14
H 1.26 -2.14 -3.75
H 1.96 -2.91 0.22
H 4.39 -2.27 0.01
C 0.08 1.60 -7.45
C 0.19 2.39 -6.28
C 1.20 2.16 -5.37
N 2.08 1.15 -5.65
C 1.95 0.36 -6.74
C 0.95 0.60 -7.71
H -0.60 1.84 -8.25
H -0.45 3.25 -6.18
H 1.38 2.66 -4.42
H 2.67 -0.44 -6.81
H 0.84 -0.06 -8.56
C 0.56 -1.56 5.09
C 1.02 -1.36 3.80
C 2.05 -0.42 3.66
N 2.68 0.20 4.66
C 2.19 -0.13 5.91
C 1.16 -1.02 6.20
H -0.21 -2.30 5.25
H 0.60 -1.74 2.88
H 2.33 -0.07 2.68
H 2.60 0.45 6.72
H 0.96 -1.18 7.25
C -2.03 2.69 6.61
C -0.68 2.63 6.22
C -0.45 2.19 4.86
N -1.47 2.00 4.04
C -2.73 2.05 4.40
C -3.04 2.39 5.69
H -2.29 2.96 7.62
H 0.16 2.80 6.89
H 0.56 1.92 4.58
H -3.50 1.85 3.67
H -4.10 2.41 5.92
C -2.17 -2.78 0.56
C -1.73 -1.94 1.62
C -2.39 -2.18 2.83
N -3.46 -3.06 2.93
C -3.96 -3.63 1.83
C -3.27 -3.60 0.65
H -1.46 -2.80 -0.25
H -0.86 -1.31 1.53
H -2.04 -1.74 3.75
H -4.72 -4.39 1.94
H -3.41 -4.35 -0.11
C 7.22 -0.61 2.36
C 6.79 0.06 3.53
C 5.61 0.82 3.51
N 4.95 1.03 2.35
C 5.38 0.34 1.26
C 6.57 -0.43 1.16
H 8.05 -1.30 2.46
H 7.30 -0.11 4.46
H 5.19 1.29 4.39
H 4.74 0.67 0.46
H 6.84 -0.99 0.28
C 0.33 0.87 0.52
C 1.06 1.65 1.36
C 2.28 2.22 0.94
N 2.70 2.01 -0.40
C 1.92 1.23 -1.18
C 0.76 0.60 -0.77
H -0.58 0.47 0.95
H 0.69 1.84 2.36
H 2.88 2.72 1.69
H 2.24 1.14 -2.21
H 0.30 -0.05 -1.50
C -5.39 1.53 0.60
C -4.76 0.27 0.07
C -3.36 0.75 -0.38
O -3.60 2.16 -0.64
C -4.52 2.70 0.30
H -5.82 1.35 1.59
H -6.35 1.67 0.10
H -5.32 -0.22 -0.72
H -4.61 -0.49 0.85
H -3.13 0.25 -1.32
H -2.60 0.68 0.40
H -4.91 3.53 -0.28
H -3.96 2.98 1.20
```

Atomic partial charges in e from the Mulliken method, atoms 1 to 6: number 1, C, carries -0.889; number 2, N, carries -0.199; number 3, C, carries 0.450; number 4, C, carries -0.650; number 5, O, carries -0.645; number 6, H, carries 0.316

=====

# 4
Entry from the Open Molecules 2025 dataset: 8 unconnected molecules or ions with the total composition C24H53NO9 in a non-equilibrium geometry (ωB97M-V/def2-TZVPD).

The value obtained for the total energy is -45649.8409 eV. As for the max |F|: 14.09 eV/A. As for the gap between HOMO and LUMO: 7.30 eV. Its LUMO energy is -1.949 eV. The relative energy (zero: lowest compared OMol25 entry of this formula, charge and spin) is 2.805 eV. The value obtained for the HOMO energy is -9.2 eV.

```
87
C24H53NO9, DFT ωB97M-V/def2-TZVPD
C -23.21 33.73 5.94
C -21.99 34.52 6.44
O -21.05 34.80 5.81
N -22.08 34.93 8.00
H -22.90 34.93 8.29
H -21.80 34.24 8.75
C -21.32 36.20 8.29
H -23.93 34.48 5.99
H -23.28 33.00 6.58
H -23.08 33.49 4.64
H -20.16 36.07 7.95
H -21.50 36.63 9.36
H -21.52 37.06 7.52
O -21.71 33.00 9.61
H -20.76 32.61 9.78
C -26.84 33.83 9.00
C -25.64 32.88 9.31
C -25.87 31.79 8.20
O -24.48 33.67 9.07
H -27.86 33.59 8.73
H -26.55 34.36 8.08
H -26.94 34.38 9.79
H -25.68 32.44 10.28
H -25.16 31.07 8.52
H -25.76 32.24 7.23
H -26.90 31.39 8.18
H -23.70 33.10 9.27
C -21.40 30.24 13.62
C -21.68 30.51 12.16
C -23.06 30.13 11.60
O -21.64 32.01 12.07
H -20.42 30.75 13.74
H -21.13 29.16 13.65
H -22.14 30.66 14.42
H -20.97 30.20 11.51
H -23.19 30.36 10.68
H -23.89 30.52 11.95
H -23.05 29.09 11.60
H -21.38 32.12 11.12
C -17.67 34.29 8.43
C -17.00 35.21 9.47
C -15.55 35.55 9.23
O -17.61 36.50 9.61
H -17.68 34.89 7.42
H -18.71 34.25 8.85
H -17.16 33.38 8.38
H -17.12 34.86 10.50
H -15.51 36.15 8.19
H -15.08 34.46 9.27
H -14.99 36.21 10.07
H -18.44 36.77 10.08
C -21.05 29.10 7.89
C -20.82 30.62 7.65
C -20.28 30.81 6.25
O -22.11 31.15 7.66
H -21.33 28.91 8.69
H -20.08 28.76 7.66
H -21.73 28.58 7.30
H -20.06 30.87 8.45
H -21.03 30.58 5.34
H -19.26 30.27 6.11
H -19.98 31.87 5.90
H -21.97 31.92 8.14
C -22.62 35.28 13.80
C -22.98 35.10 12.40
C -23.81 36.36 11.72
O -21.74 34.81 11.68
H -22.08 36.28 14.21
H -22.22 34.28 14.26
H -23.45 35.42 14.24
H -23.48 34.24 12.29
H -23.25 37.06 11.48
H -24.49 36.40 12.49
H -24.01 35.84 10.84
H -21.96 34.08 11.12
C -17.82 34.05 13.31
C -18.43 33.37 12.21
C -17.70 32.24 11.39
O -18.08 31.71 10.29
C -16.39 31.86 11.96
C -15.78 32.60 13.05
C -16.40 33.70 13.85
O -15.89 34.30 14.75
H -18.34 34.89 13.83
H -19.46 33.81 11.93
H -15.59 31.20 11.28
H -14.68 32.50 13.41
```

Atomic partial charges in e from the Mulliken method, atoms 1 to 6: number 1, C, carries -0.851; number 2, C, carries 0.711; number 3, O, carries -0.439; number 4, N, carries 0.905; number 5, H, carries 0.510; number 6, H, carries -0.775

=====

# 5
Entry from the Open Molecules 2025 dataset: a molecular structure, C9H14Br2F6NO4S5Ti (ωB97M-V/def2-TZVPD).

The value obtained for the total energy is -252915.9304 eV. As for the max |F|: 0.74 eV/A. As for the gap between HOMO and LUMO (spin up / spin down): 7.50 / 8.03 eV. As for the net charge: +1. Its LUMO energy (spin up / spin down) is -4.531 / -4.095 eV. The relative energy (zero: lowest compared OMol25 entry of this formula, charge and spin) is 0.632 eV. Its expectation value of S² is 2.01. The spin multiplicity is 3. The value obtained for the HOMO energy (spin up / spin down) is -12.0 / -12.1 eV.

```
42
C9H14Br2F6NO4S5Ti, DFT ωB97M-V/def2-TZVPD
Ti 0.08 -0.58 0.60
C -1.24 3.01 1.00
C -0.23 3.34 2.08
S 1.41 3.80 1.47
C 2.46 2.49 2.17
C 3.20 1.65 1.14
S 2.26 0.70 -0.08
C 1.69 1.94 -1.28
C 0.18 2.16 -1.43
S -0.98 1.62 -0.15
H -2.21 2.78 1.46
H -1.41 3.86 0.34
H -0.63 4.19 2.63
H -0.13 2.52 2.78
H 3.21 2.97 2.80
H 1.85 1.87 2.81
H 3.89 2.26 0.55
H 3.80 0.90 1.66
H 2.18 2.87 -1.01
H 2.08 1.62 -2.24
H -0.02 3.22 -1.61
H -0.19 1.62 -2.31
Br 0.11 -0.26 2.99
C 0.76 -3.83 2.51
Br 1.49 -3.03 1.00
H -0.15 -4.39 2.36
H 1.29 -3.70 3.44
F -0.82 -2.74 -4.59
C 0.11 -2.37 -3.73
F 0.87 -3.40 -3.40
F 0.85 -1.40 -4.24
S -0.72 -1.69 -2.23
O 0.41 -1.31 -1.33
O -1.51 -0.56 -2.62
N -1.43 -2.96 -1.69
S -2.09 -2.93 -0.26
O -1.69 -1.69 0.44
O -1.95 -4.15 0.45
C -3.89 -2.65 -0.57
F -4.32 -3.57 -1.40
F -4.06 -1.45 -1.09
F -4.54 -2.74 0.58
```

Atomic partial charges in e from the Mulliken method, atoms 1 to 6: number 1, Ti, carries 1.092; number 2, C, carries -0.860; number 3, C, carries -0.427; number 4, S, carries -0.130; number 5, C, carries -0.392; number 6, C, carries -0.854